[1]
{"formula": "C2H4N2P2", "method": "the ωB97M-V functional and the def2-TZVPD basis", "lumo_energy_ev": [-0.54, -0.54], "e_tot_ev": -23691.466, "max_force_ha_per_bohr": 0.0481, "smiles": "[H]/N=N/C=P#CP", "elements": ["H", "N", "N", "C", "P", "C", "P", "H", "H", "H"], "xyz": [[1.7891, -0.8793, -0.9381], [0.7903, -1.0033, -0.8490], [0.3900, -1.8565, -0.0326], [-0.5638, -1.8040, 0.7703], [-1.4925, -0.1713, 0.9809], [-0.5696, 0.7935, 0.0668], [-0.2008, 2.2280, -0.8471], [-0.9268, -2.6695, 1.2873], [1.1820, 2.2103, -0.6328], [-0.3979, 3.1520, 0.1942]], "forces_ev_per_angstrom": [[0.319, -0.176, 0.334], [-1.584, 1.880, -0.265], [0.942, -0.462, 0.101], [-0.614, 0.056, 0.396], [0.400, 0.506, -0.218], [0.434, -2.230, 0.024], [0.080, 0.416, -0.435], [-0.145, -0.298, 0.036], [0.369, 0.095, -0.078], [-0.200, 0.213, 0.105]]}

=====

[2]
{"formula": "C22H39FeN9O5P2", "method": "the ωB97M-V functional and the def2-TZVPD basis", "lumo_energy_ev": -0.33, "e_tot_ev": -100059.581, "max_force_ha_per_bohr": 0.0283, "elements": ["Fe", "C", "N", "C", "C", "N", "N", "C", "N", "N", "H", "H", "H", "H", "H", "H", "H", "H", "H", "H", "H", "C", "P", "C", "C", "C", "P", "C", "C", "H", "H", "H", "H", "H", "H", "H", "H", "H", "H", "H", "H", "H", "H", "H", "H", "C", "O", "H", "H", "H", "O", "C", "O", "C", "C", "C", "C", "C", "C", "N", "O", "O", "H", "H", "H", "H", "N", "C", "C", "N", "C", "C", "N", "H", "H", "H", "H", "H"], "xyz": [[0.0372, 0.5549, -0.0359], [4.7181, 0.4744, -0.8882], [4.2721, -0.8635, -0.5578], [5.2319, -1.6035, 0.2575], [2.9136, -1.0507, -0.3277], [2.0708, -0.0786, -0.2545], [2.5894, -2.3913, -0.3035], [1.5194, -3.0272, 0.3462], [1.1955, -4.2315, -0.2665], [1.0434, -2.5430, 1.4080], [5.7502, 0.4202, -1.2291], [4.6789, 1.1640, -0.0338], [4.1176, 0.8833, -1.7009], [6.1961, -1.6047, -0.2485], [4.9199, -2.6328, 0.4019], [5.3572, -1.1449, 1.2454], [2.5772, 0.7943, -0.1753], [3.1690, -2.9731, -0.8854], [1.1908, -4.2022, -1.2761], [0.3375, -4.6315, 0.0899], [0.2082, -3.0466, 1.6995], [0.8113, -0.6400, 3.3907], [-0.1245, 0.4322, 2.2435], [-1.8160, 0.1938, 2.8667], [0.3989, 2.0682, 2.9263], [0.0812, 3.2403, 1.9971], [0.6441, 2.8038, 0.3043], [-0.1121, 4.0565, -0.7766], [2.3803, 3.4411, 0.3575], [0.6685, -0.3152, 4.4240], [1.8727, -0.6114, 3.1407], [0.4837, -1.6700, 3.2834], [-1.8420, 0.2536, 3.9566], [-2.1615, -0.7904, 2.5465], [-2.4693, 0.9429, 2.4281], [1.4850, 1.9869, 3.0498], [-0.0191, 2.2128, 3.9261], [0.5713, 4.1562, 2.3383], [-0.9916, 3.4160, 1.9420], [0.0874, 5.0599, -0.3962], [-1.1844, 3.8797, -0.8173], [0.2986, 3.9783, -1.7843], [2.4203, 4.4967, 0.6320], [2.8619, 3.3286, -0.6178], [2.9631, 2.8760, 1.0896], [-2.8558, 1.5859, -0.2123], [-1.5692, 1.6708, 0.2849], [-3.2076, 0.5457, -0.3107], [-2.9779, 2.0670, -1.2021], [-3.5673, 2.0984, 0.4552], [-2.0581, -3.0868, -0.4580], [-1.3657, -2.1880, -0.9466], [-1.1062, -1.0761, -0.4038], [-0.7863, -2.4944, -2.3325], [0.4333, -1.9794, -2.7605], [0.9557, -2.3169, -3.9979], [0.2166, -3.1541, -4.8149], [-1.0036, -3.6797, -4.4267], [-1.4889, -3.3591, -3.1686], [0.7522, -3.4993, -6.1435], [1.8768, -3.1253, -6.4131], [0.0290, -4.1122, -6.9030], [0.9820, -1.3193, -2.1056], [1.9067, -1.9348, -4.3396], [-1.5431, -4.3323, -5.0971], [-2.4177, -3.7775, -2.8052], [-2.4240, 0.4633, -4.7632], [-1.2553, 0.7976, -4.1397], [-1.1629, 0.7395, -2.7318], [-0.0499, 1.0481, -2.1054], [0.9897, 1.4482, -2.8598], [0.8840, 1.5123, -4.2284], [-0.2312, 1.1813, -4.8850], [-3.0775, -0.1133, -4.2611], [-2.3597, 0.3031, -5.7549], [-1.9909, 0.3950, -2.1295], [1.9006, 1.7247, -2.3463], [1.7269, 1.8319, -4.8300]], "forces_ev_per_angstrom": [[0.140, 1.355, -0.516], [-0.013, 0.017, -0.023], [0.027, -0.004, -0.033], [0.021, -0.007, 0.033], [0.094, 0.089, 0.087], [-0.228, -0.481, 0.209], [-0.163, -0.002, -0.170], [-0.018, -0.100, -0.170], [-0.010, 0.095, 0.012], [0.023, -0.144, -0.305], [0.004, 0.003, 0.005], [0.020, 0.000, 0.009], [-0.015, -0.010, 0.016], [0.000, -0.011, -0.006], [-0.029, 0.015, 0.006], [0.007, 0.020, -0.009], [-0.023, 0.030, -0.016], [0.015, -0.041, 0.040], [-0.040, 0.025, -0.047], [0.011, 0.025, -0.047], [0.013, -0.055, -0.105], [-0.045, 0.115, 0.274], [0.120, -0.210, 0.030], [-0.014, -0.018, 0.003], [-0.041, 0.039, -0.014], [0.024, -0.009, -0.005], [0.008, -0.289, 0.193], [0.009, 0.020, -0.030], [0.014, -0.085, 0.003], [-0.013, 0.118, 0.009], [-0.051, -0.048, 0.010], [0.040, 0.277, 0.221], [0.007, -0.014, -0.003], [-0.005, 0.007, -0.026], [0.000, 0.010, -0.008], [-0.003, -0.013, 0.024], [-0.013, 0.019, -0.014], [-0.014, 0.013, -0.014], [-0.008, -0.041, -0.031], [-0.009, 0.001, 0.004], [0.006, -0.033, 0.013], [0.009, 0.008, 0.004], [-0.022, 0.000, -0.003], [-0.013, -0.012, 0.003], [-0.003, 0.008, 0.003], [-0.019, -0.110, 0.071], [-0.060, 0.038, 0.003], [-0.006, -0.003, -0.013], [-0.009, 0.026, 0.020], [0.003, -0.024, 0.012], [0.060, 0.014, -0.029], [0.041, -0.231, 0.307], [0.201, -0.108, -0.099], [-0.064, 0.059, 0.011], [0.043, 0.025, 0.073], [-0.027, -0.010, -0.008], [0.035, -0.037, -0.008], [-0.004, 0.012, 0.038], [-0.032, 0.039, -0.037], [-0.098, 0.196, -0.074], [0.040, -0.063, 0.018], [0.033, -0.075, 0.033], [-0.030, 0.081, -0.007], [0.000, 0.000, -0.005], [0.003, -0.002, 0.000], [0.003, -0.007, -0.007], [-0.017, 0.003, -0.021], [0.005, -0.015, 0.041], [-0.024, -0.030, -0.014], [0.003, -0.511, 0.021], [0.011, 0.118, 0.081], [-0.028, 0.027, -0.015], [0.046, 0.007, 0.008], [0.003, 0.008, -0.001], [0.001, -0.002, 0.006], [0.062, -0.045, -0.024], [0.007, -0.061, 0.005], [-0.006, -0.004, -0.006]]}

=====

[3]
{"formula": "C3H7NO2", "method": "the ωB97M-V functional and the def2-TZVPD basis", "lumo_energy_ev": [-0.70, -0.71], "e_tot_ev": -8804.279, "max_force_ha_per_bohr": 0.0079, "elements": ["C", "C", "N", "O", "C", "O", "H", "H", "H", "H", "H", "H", "H"], "xyz": [[-0.9048, 1.4248, 0.3422], [-0.4659, 0.0334, -0.0459], [-1.1101, -1.0274, 0.5257], [-0.9494, -1.9655, -0.3473], [1.0935, -0.1705, 0.0096], [1.6561, -1.0936, -0.8771], [-1.9912, 1.5228, 0.2725], [-0.5982, 1.7060, 1.3582], [-0.4621, 2.1467, -0.3522], [-0.5312, -0.9941, -1.0776], [1.3709, -0.4064, 1.0480], [1.5151, 0.8053, -0.2406], [1.3773, -1.9816, -0.6155]], "forces_ev_per_angstrom": [[-0.012, 0.069, 0.025], [-0.095, 0.155, 0.293], [0.177, 0.228, -0.288], [-0.027, 0.006, -0.104], [-0.008, 0.217, 0.123], [-0.010, -0.247, 0.064], [0.158, -0.028, 0.045], [-0.011, -0.059, -0.125], [-0.063, -0.106, 0.110], [-0.060, -0.262, 0.052], [-0.046, 0.053, -0.150], [-0.107, -0.111, -0.011], [0.104, 0.085, -0.033]]}

=====

[4]
{"formula": "C3H13N5", "method": "the ωB97M-V functional and the def2-TZVPD basis", "lumo_energy_ev": 1.00, "e_tot_ev": -10767.645, "max_force_ha_per_bohr": 0.0752, "smiles": "CNN(N)N.C=NC", "elements": ["C", "N", "N", "N", "N", "H", "H", "H", "H", "H", "H", "H", "H", "C", "N", "C", "H", "H", "H", "H", "H"], "xyz": [[1.4030, 1.4809, 1.1398], [0.7342, 0.5637, 0.2401], [1.6499, -0.2650, -0.4613], [2.2837, 0.4909, -1.4857], [0.9915, -1.3993, -1.0076], [2.1158, 2.1292, 0.6205], [0.6513, 2.1021, 1.6235], [1.9490, 0.8976, 1.8810], [0.0938, 1.0375, -0.4039], [3.1351, 0.0014, -1.7371], [1.6921, 0.5284, -2.3201], [0.0415, -1.1577, -1.2954], [0.9337, -2.1012, -0.2794], [-3.0729, -0.4120, -0.6092], [-1.8454, -0.3215, -0.4148], [-1.3553, -0.5869, 1.2197], [-3.4906, -0.3112, -1.6113], [-3.7893, -0.6873, 0.1918], [-1.3812, 0.4196, 1.6239], [-2.2114, -1.1904, 1.5397], [-0.5286, -1.2187, 1.5455]], "forces_ev_per_angstrom": [[0.261, -0.090, -0.475], [0.335, -0.005, -0.252], [-0.075, 0.392, 0.090], [0.058, 0.052, -0.065], [0.114, -0.016, -0.187], [0.035, 0.076, 0.067], [-0.038, -0.007, 0.108], [-0.051, 0.058, 0.107], [0.348, -0.055, 0.054], [-0.093, -0.018, -0.011], [0.026, -0.112, 0.113], [0.064, 0.050, 0.152], [-0.005, 0.092, -0.021], [-0.948, -0.703, 0.814], [2.517, -0.666, 2.388], [-3.246, -0.318, -2.074], [0.167, 0.274, 0.013], [0.160, 0.159, -0.273], [0.248, -0.279, 0.252], [-0.361, 0.468, 0.363], [0.484, 0.648, -1.162]]}

=====

[5]
{"formula": "C5H6O2", "method": "the ωB97M-V functional and the def2-TZVPD basis", "lumo_energy_ev": 0.78, "e_tot_ev": -9375.961, "max_force_ha_per_bohr": 0.0294, "smiles": "C#CCC.O=C=O", "elements": ["C", "C", "C", "C", "H", "H", "H", "H", "H", "H", "O", "C", "O"], "xyz": [[-1.2010, -1.2056, -0.9692], [-0.8267, -0.3257, -0.2297], [-0.6381, 0.4864, 0.9906], [0.7723, 0.3572, 1.5934], [-1.4938, -1.9731, -1.6531], [-0.8915, 1.5407, 0.8198], [-1.3774, 0.1083, 1.7127], [1.5367, 0.7337, 0.9065], [0.8560, 0.9264, 2.5270], [1.0069, -0.6909, 1.8158], [1.0316, 0.8686, -1.7458], [0.7488, 0.0325, -2.5094], [0.4383, -0.8160, -3.2439]], "forces_ev_per_angstrom": [[0.202, 0.419, 0.295], [-1.031, -0.966, 0.541], [0.205, 0.058, 0.044], [0.093, 0.011, -0.011], [0.090, 0.219, 0.076], [0.137, -0.226, -0.124], [0.179, 0.127, -0.170], [-0.173, -0.065, 0.062], [-0.116, -0.099, -0.190], [-0.095, 0.207, -0.071], [0.196, -0.423, -0.993], [-0.149, 0.063, 0.333], [0.463, 0.674, 0.208]]}

=====

[6]
{"formula": "C4H10N2O", "method": "the ωB97M-V functional and the def2-TZVPD basis", "lumo_energy_ev": 0.93, "e_tot_ev": -9336.134, "max_force_ha_per_bohr": 0.0291, "smiles": "CCCC1(O)NN1", "elements": ["C", "C", "C", "C", "O", "N", "N", "H", "H", "H", "H", "H", "H", "H", "H", "H", "H"], "xyz": [[-1.5441, -0.0442, -1.3916], [-0.7132, -1.0237, -0.5725], [0.7213, -0.5324, -0.3382], [0.7905, 0.6488, 0.6041], [0.5688, 1.8395, -0.0279], [0.2803, 0.5908, 1.9965], [1.7009, 0.6821, 1.6936], [-1.1234, 0.0763, -2.3858], [-1.5571, 0.9304, -0.9131], [-2.5663, -0.4101, -1.4877], [-0.6644, -1.9874, -1.0881], [-1.1984, -1.1915, 0.3942], [1.1676, -0.2301, -1.2863], [1.3216, -1.3473, 0.0745], [0.6101, 2.5342, 0.6429], [-0.0185, -0.3567, 2.2445], [2.2243, -0.1788, 1.8411]], "forces_ev_per_angstrom": [[-0.076, -0.185, 0.204], [0.159, 0.078, -0.156], [-0.400, -0.041, 0.307], [-0.232, -0.398, 1.103], [0.000, 0.314, -0.339], [-0.862, -0.271, -0.712], [1.412, 0.470, 0.145], [0.039, 0.038, -0.165], [-0.097, 0.101, -0.016], [-0.034, 0.068, -0.065], [-0.051, 0.015, 0.084], [0.040, -0.094, -0.051], [0.079, 0.001, 0.006], [0.016, 0.065, 0.008], [0.023, -0.068, -0.018], [0.309, 0.022, -0.190], [-0.324, -0.115, -0.145]]}